Entry from the Open Molecules 2025 dataset: a 2-piece molecular cluster, C3H9N3 overall in a non-equilibrium geometry (ωB97M-V/def2-TZVPD).

```
15
Properties=species:S:1:pos:R:3:nbo_charge:R:1
N 0.3616 0.6726 -1.5252 -0.687
N 1.3849 0.0619 -0.8386 -0.102
C 1.3292 0.2075 0.7638 -0.167
N 2.2068 0.9580 -0.0937 -0.470
H 0.0441 -0.0001 -2.2174 0.359
H -0.5135 0.8098 -0.9098 0.355
H 1.8180 -0.5846 1.3170 0.193
H 0.6207 0.8095 1.3250 0.191
H 1.8983 1.9253 -0.2273 0.336
C -0.9959 -1.1916 0.6021 -0.333
C -1.9024 -0.2895 0.1579 -0.481
H -0.5838 -1.9320 -0.0693 0.203
H -0.7673 -1.2957 1.6511 0.197
H -2.3890 -0.4135 -0.7964 0.203
H -2.5117 0.2624 0.8608 0.202
```

The calculation puts the molar mass at 87.13 g/mol. As for the HOMO energy: -0.314 Ha. Its energy above the lowest of the compared OMol25 structures with the same formula, charge and spin is 5.241 eV. The total energy comes out at -7722.3326 eV. The calculation puts the maximum force at 3.21 eV Å⁻¹. The spin multiplicity is 1.

Entry from the Open Molecules 2025 dataset: a 8-piece molecular cluster, C13H40NO9 overall in a non-equilibrium geometry (ωB97M-V/def2-TZVPD).

```
63
Properties=species:S:1:pos:R:3:nbo_charge:R:1
N -0.8371 1.2978 0.7230 -0.967
H -1.6569 1.8742 0.4531 0.445
H -1.2836 0.4002 1.1188 0.483
H -0.2382 1.6506 1.5047 0.456
H -0.2240 1.1271 -0.0775 0.416
C -3.0095 0.1100 3.0103 0.955
O -4.0943 -0.4689 3.3932 -0.831
O -2.2338 -0.4869 2.0906 -0.967
O -2.6831 1.3156 3.4353 -0.948
O -3.1521 2.6128 0.9776 -0.956
H -3.8621 2.7679 0.3432 0.464
H -3.4821 2.9419 1.8267 0.518
O 0.1568 1.7847 3.2726 -1.051
H 0.5226 2.0474 4.1185 0.468
H -0.8779 1.6722 3.4518 0.539
C 0.1788 -2.4077 -0.8947 -0.635
C 1.5556 -2.0906 -0.2922 0.095
C 2.5570 -1.5584 -1.2869 -0.623
O 1.3222 -1.0270 0.6515 -0.764
H 0.2336 -3.2080 -1.6412 0.187
H -0.3064 -1.5237 -1.3099 0.202
H -0.4514 -2.7311 -0.0632 0.243
H 1.9121 -3.0048 0.1966 0.162
H 2.7406 -2.2745 -2.0913 0.200
H 3.4909 -1.3031 -0.7827 0.208
H 2.1973 -0.6384 -1.7581 0.202
H 0.8852 -1.4480 1.4172 0.502
C -1.3713 -1.5186 -4.7420 -0.637
C -1.9501 -0.5214 -3.7615 0.088
C -0.9580 0.5414 -3.3407 -0.628
O -3.1249 0.0990 -4.3131 -0.733
H -1.1228 -1.0500 -5.6934 0.206
H -2.0599 -2.3542 -4.9135 0.202
H -0.4994 -2.0244 -4.3158 0.217
H -2.3067 -0.9972 -2.8376 0.174
H 0.0137 0.1350 -3.0772 0.223
H -1.3734 1.0986 -2.5019 0.221
H -0.8340 1.2389 -4.1779 0.202
H -3.6919 -0.5847 -4.6778 0.464
C 2.0904 4.1179 -1.3892 -0.628
C 1.4429 2.9871 -2.1831 0.088
C 2.3129 2.5405 -3.3343 -0.640
O 1.1640 1.9154 -1.2641 -0.728
H 1.4564 4.4387 -0.5640 0.228
H 2.3836 4.9773 -1.9951 0.206
H 3.0117 3.7453 -0.9195 0.193
H 0.4585 3.3488 -2.4907 0.183
H 3.3315 2.3851 -2.9701 0.202
H 2.3554 3.2852 -4.1369 0.213
H 1.9259 1.6723 -3.8706 0.224
H 2.0358 1.6586 -0.9284 0.470
C -0.4215 -2.0554 5.2348 -0.627
C 0.5309 -2.1261 4.0459 0.086
C 1.6762 -3.1039 4.2056 -0.618
O -0.2117 -2.4699 2.8567 -0.777
H 0.2218 -1.6716 6.0484 0.179
H -0.8328 -3.0056 5.5742 0.199
H -1.2152 -1.3158 5.1337 0.253
H 0.9851 -1.1254 3.9583 0.162
H 2.4351 -2.9381 3.4397 0.204
H 1.3615 -4.1488 4.2543 0.204
H 2.1755 -2.9326 5.1683 0.196
H -0.7556 -1.6731 2.6913 0.526
```

The calculation puts the molar mass at 354.46 g/mol. As for the HOMO energy: -0.103 Ha. Its energy above the lowest of the compared OMol25 structures with the same formula, charge and spin is 0.000 eV. Its charge is -1. The total energy comes out at -34049.1273 eV. The calculation puts the maximum force at 2.25 eV Å⁻¹. The spin multiplicity is 1.

Entry from the Open Molecules 2025 dataset: C3H6N2O as an isolated structure in a non-equilibrium geometry (ωB97M-V/def2-TZVPD).

```
12
Properties=species:S:1:pos:R:3:nbo_charge:R:1
C -0.0289 0.2339 -1.3849 0.220
C -0.3258 -1.3563 0.3393 -0.614
C -0.0772 0.1341 0.0413 0.348
N 0.1279 0.5336 -2.4537 -0.279
N -0.7608 1.0775 0.6893 -0.776
O 1.6817 0.4455 0.3941 -0.871
H 0.4870 -1.8600 -0.1924 0.252
H -0.5023 -1.5681 1.3670 0.228
H -1.1305 -1.4819 -0.3383 0.224
H -0.5604 2.0726 0.3921 0.411
H -1.1051 0.9251 1.5649 0.395
H 2.1944 0.8440 -0.4189 0.461
```

The calculation puts the molar mass at 86.09 g/mol. As for the HOMO energy: -0.363 Ha. Its energy above the lowest of the compared OMol25 structures with the same formula, charge and spin is 3.013 eV. The total energy comes out at -8233.6853 eV. The calculation puts the maximum force at 4.24 eV Å⁻¹. The spin multiplicity is 1.

Entry from the Open Molecules 2025 dataset: a 3-piece molecular cluster, C4H6IN overall (ωB97M-V/def2-TZVPD).

```
12
Properties=species:S:1:pos:R:3:nbo_charge:R:1
C 0.3327 -0.1664 -1.0636 0.096
N 1.3867 -0.1863 -0.3886 -0.343
C 1.3215 -1.0901 -1.5838 -0.307
H -0.6295 0.2821 -1.1345 0.227
H 1.2189 -2.1498 -1.3978 0.184
H 1.9199 -0.8117 -2.4417 0.183
C -2.6276 -0.1550 1.0514 -0.259
C -1.7591 0.2706 1.7524 -0.214
H -3.4214 -0.5486 0.4880 0.231
H -0.9683 0.6696 2.3147 0.239
I 1.4948 2.6447 1.5529 -0.174
H 1.7315 1.2408 0.8505 0.138
```

The calculation puts the molar mass at 195.00 g/mol. As for the HOMO energy: -0.354 Ha. Its energy above the lowest of the compared OMol25 structures with the same formula, charge and spin is 3.820 eV. The total energy comes out at -13831.3382 eV. The calculation puts the maximum force at 1.00 eV Å⁻¹. The spin multiplicity is 1.

Entry from the Open Molecules 2025 dataset: a 6-piece molecular cluster, C22H63N5O7 overall in a non-equilibrium geometry (ωB97M-V/def2-TZVPD).

```
97
Properties=species:S:1:pos:R:3:mulliken_charge:R:1
C -0.2240 -7.2875 6.2395 -1.451
C 0.0575 -6.9751 4.7696 0.250
C -0.1462 -5.5077 4.4066 -0.742
O -0.0569 -5.3749 2.9901 -0.317
C -0.3802 -4.0512 2.6111 -0.829
N 1.5072 -7.3135 4.4918 -0.247
H 1.6736 -8.2373 4.9066 0.394
H 1.7454 -7.3532 3.4966 0.345
H 2.1680 -6.6721 4.9371 0.375
H -0.1339 -8.3684 6.3741 0.437
H -1.2312 -6.9916 6.5172 0.396
H 0.5148 -6.8453 6.9107 0.411
H -0.6555 -7.5551 4.1862 0.216
H 0.5816 -4.8444 4.8834 0.354
H -1.1534 -5.2482 4.7437 0.423
H 0.3073 -3.2777 2.9675 0.365
H -1.4287 -3.8201 2.8129 0.320
H -0.2631 -3.9151 1.5321 0.305
C 3.2330 3.2139 -1.7319 -1.636
C 1.9307 3.7738 -1.1974 0.479
C 1.9111 5.2983 -1.1722 -0.625
O 0.6707 5.7587 -0.7012 -0.367
C 0.3621 7.0832 -1.1937 -0.757
N 0.7206 3.2790 -1.9703 -0.070
H 0.6374 2.2543 -2.0977 0.234
H -0.0971 3.6668 -1.4972 0.422
H 0.8822 3.6756 -2.9009 0.457
H 3.3145 3.2639 -2.8245 0.455
H 3.4208 2.1702 -1.4832 0.408
H 4.1205 3.7786 -1.4416 0.391
H 1.7602 3.3991 -0.1861 0.088
H 2.1790 5.6021 -2.1923 0.681
H 2.6550 5.6806 -0.4703 -0.001
H 0.5645 7.0636 -2.2632 0.388
H 0.9451 7.8518 -0.6838 0.260
H -0.6785 7.3190 -0.9918 0.266
C -5.6103 -4.0346 0.4340 -1.551
C -4.3280 -3.2751 0.4410 0.202
C -3.1146 -4.1026 0.1144 -0.418
O -2.9639 -4.2778 -1.3020 -0.441
C -1.7525 -4.9216 -1.6133 -0.793
N -4.4082 -2.1627 -0.6341 -0.188
H -3.4425 -1.9248 -0.8945 0.123
H -4.9258 -2.4541 -1.4655 0.413
H -4.9322 -1.4140 -0.1851 0.387
H -6.4997 -3.4052 0.3610 0.436
H -5.7070 -4.6323 1.3429 0.420
H -5.6857 -4.7946 -0.3485 0.359
H -4.2510 -2.6575 1.3358 0.368
H -3.1451 -5.0930 0.5723 0.653
H -2.1720 -3.6184 0.3825 0.098
H -1.2529 -5.4706 -0.8162 0.323
H -1.0076 -4.1925 -1.9778 0.224
H -1.8830 -5.5093 -2.5246 0.386
C 4.7236 7.0049 1.3460 -1.357
C 4.3042 6.2560 2.5902 0.303
C 3.6099 4.8966 2.3559 -0.662
O 3.2744 4.1446 3.4754 -0.461
C 2.8641 2.7941 3.1685 -0.708
N 5.5362 5.9309 3.4412 -0.299
H 6.2860 5.5608 2.8445 0.376
H 5.9746 6.7034 3.9524 0.365
H 5.3400 5.1585 4.0895 0.344
H 5.2385 6.3530 0.6418 0.389
H 5.3522 7.8557 1.6137 0.470
H 3.8395 7.4768 0.9176 0.281
H 3.6358 6.8222 3.2376 0.312
H 4.2308 4.3031 1.6690 0.386
H 2.7167 5.1922 1.7897 0.375
H 3.7709 2.2165 2.9972 0.333
H 2.1073 2.7793 2.3849 0.244
H 2.3986 2.5128 4.1110 0.341
C -1.7913 -2.1205 -4.3766 -1.590
C -1.6545 -0.6220 -4.4904 0.650
C -2.0445 -0.0967 -5.8773 -0.859
O -2.1653 1.3071 -5.8381 -0.326
C -2.3922 1.7970 -7.1650 -0.782
N -2.4515 0.1744 -3.4863 -0.076
H -3.4531 0.2638 -3.6660 0.380
H -2.0846 -0.0391 -2.5366 -0.107
H -2.1802 1.1683 -3.4922 0.429
H -2.7905 -2.5453 -4.5062 0.454
H -1.3110 -2.4993 -3.4778 0.225
H -1.3008 -2.5221 -5.2682 0.454
H -0.6190 -0.3710 -4.2591 0.216
H -2.9638 -0.6388 -6.1347 0.473
H -1.2236 -0.3509 -6.5531 0.437
H -1.5472 1.7292 -7.8584 0.329
H -2.5491 2.8715 -7.0782 0.268
H -3.2385 1.2998 -7.6382 0.337
C -0.0985 0.3271 0.7452 -1.044
C -0.4392 -0.2701 -0.6384 0.520
O -1.3185 -1.1623 -0.6245 -0.565
O 0.0084 0.3232 -1.6713 -0.766
H -0.2360 -0.3407 1.5926 0.307
H -0.6616 1.2323 0.9750 0.236
H 0.9708 0.5702 0.6982 0.288
```

The calculation puts the molar mass at 509.77 g/mol. As for the HOMO energy: -0.646 Ha. Its energy above the lowest of the compared OMol25 structures with the same formula, charge and spin is 0.000 eV. Its charge is +4. The total energy comes out at -45582.7674 eV. The calculation puts the maximum force at 2.19 eV Å⁻¹. The spin multiplicity is 1.

Entry from the Open Molecules 2025 dataset: C14H13NO3 as an isolated structure in a non-equilibrium geometry (ωB97M-V/def2-TZVPD).

```
31
Properties=species:S:1:pos:R:3:nbo_charge:R:1
O 0.2595 -0.0183 1.4386 -0.587
C 0.0971 0.8465 0.5463 0.628
N -1.0783 1.1143 -0.1072 -0.573
C -2.4318 0.3182 -0.0290 0.065
C -3.5211 0.8411 -0.7688 -0.237
C -4.8741 0.4022 -0.6040 -0.217
C -5.1448 -0.8725 0.0944 -0.193
C -4.0426 -1.3978 0.4151 -0.251
C -2.7759 -0.8752 0.4957 0.276
O -1.7674 -1.7157 1.1828 -0.716
H -1.0179 -0.9802 1.3534 0.495
H -4.2797 -2.2863 0.8939 0.229
H -6.0203 -1.3617 -0.2070 0.226
H -5.5941 1.1222 -1.1007 0.219
H -3.3666 1.9641 -1.2026 0.196
H -1.3700 1.8054 -0.5533 0.381
C 1.0092 1.7596 0.2034 -0.151
O 2.2102 1.6027 0.7391 -0.483
C 3.0236 0.6557 0.1479 0.233
C 4.1197 0.3585 0.9407 -0.201
C 4.8773 -0.7662 0.3445 -0.214
C 4.3679 -1.5182 -0.4116 -0.183
C 3.2609 -1.2647 -1.1169 -0.180
C 2.4174 -0.2530 -0.6194 -0.280
H 1.5266 0.0147 -1.5236 0.228
H 2.9964 -2.0160 -1.9616 0.230
H 5.1009 -2.6398 -0.8715 0.170
H 5.9106 -0.7746 0.8864 0.225
H 4.3910 0.9474 1.7143 0.222
H 1.0254 2.0009 -0.8722 0.213
H 0.6910 2.9867 0.5530 0.230
```

The calculation puts the molar mass at 243.26 g/mol. As for the HOMO energy: -0.310 Ha. Its energy above the lowest of the compared OMol25 structures with the same formula, charge and spin is 9.941 eV. The total energy comes out at -22351.6750 eV. The calculation puts the maximum force at 19.90 eV Å⁻¹. The spin multiplicity is 1.